Record 1
{
  "formula": "C36H72ClO12P",
  "method": "ωB97M-V/def2-TZVPD",
  "species": ["C", "O", "C", "C", "C", "C", "C", "C", "C", "C", "C", "O", "P", "O", "O", "O", "C", "C", "O", "Cl", "H", "H", "H", "H", "H", "H", "H", "H", "H", "H", "H", "H", "H", "H", "H", "H", "H", "H", "H", "H", "H", "H", "H", "H", "C", "C", "C", "O", "C", "H", "H", "H", "H", "H", "H", "H", "H", "C", "C", "C", "O", "C", "H", "H", "H", "H", "H", "H", "H", "H", "C", "C", "C", "O", "C", "H", "H", "H", "H", "H", "H", "H", "H", "C", "C", "C", "O", "C", "H", "H", "H", "H", "H", "H", "H", "H", "C", "C", "C", "O", "C", "H", "H", "H", "H", "H", "H", "H", "H", "C", "C", "C", "O", "C", "H", "H", "H", "H", "H", "H", "H", "H"],
  "coordinates": [[0.3588, 0.2137, -5.5843], [-0.8582, 0.9492, -5.4422], [-0.7541, 1.9279, -4.3909], [-1.8185, 1.6758, -3.2509], [-1.9658, 2.9358, -2.2904], [-0.6381, 3.2568, -1.4793], [-0.1064, 4.7367, -1.7460], [1.2165, 4.7741, -2.5892], [1.9195, 6.1960, -2.5780], [2.5078, 6.5670, -1.1624], [3.9590, 6.0298, -0.8970], [4.0746, 4.5934, -0.8135], [3.4669, 4.0117, 0.6462], [1.9900, 3.7785, 0.4168], [3.5969, 5.1120, 1.8853], [4.3032, 2.6098, 0.9421], [4.2065, 2.1828, 2.3095], [2.7324, 2.0249, 2.8357], [2.0404, 1.1981, 2.3049], [2.0420, 3.0476, 4.1502], [0.1386, -0.7284, -6.1537], [1.0739, 0.8151, -6.2102], [0.8098, -0.0792, -4.5978], [0.2544, 1.8950, -3.8892], [-0.9104, 2.9523, -4.8132], [-2.8149, 1.5532, -3.7617], [-1.5796, 0.7388, -2.6914], [-2.2478, 3.7925, -2.9639], [-2.8029, 2.7248, -1.5738], [-0.9056, 3.1534, -0.3918], [0.1764, 2.5120, -1.6846], [0.0081, 5.2129, -0.7360], [-0.9115, 5.2921, -2.2879], [1.9317, 3.9897, -2.2305], [0.9693, 4.5184, -3.6526], [2.6780, 6.2620, -3.3982], [1.1062, 6.9297, -2.8442], [2.5767, 7.6936, -1.1405], [1.8024, 6.2528, -0.3559], [4.4237, 6.5592, -0.0169], [4.5808, 6.3367, -1.7840], [3.1152, 5.9246, 1.6554], [4.6620, 1.1570, 2.3506], [4.8243, 2.8014, 3.0177], [1.1887, -1.0691, 4.7841], [-0.0986, -1.2137, 5.5725], [0.4021, -1.7931, 6.8857], [1.7296, -1.2861, 7.0810], [2.1736, -0.6737, 5.8647], [1.1303, -0.3410, 3.9754], [1.4726, -2.0349, 4.3549], [-0.5419, -0.2283, 5.7434], [-0.8446, -1.8426, 5.0858], [0.4615, -2.8861, 6.8421], [-0.2248, -1.5131, 7.7345], [2.1762, 0.4117, 6.0169], [3.1929, -0.9974, 5.6431], [-5.3961, -2.4238, -4.3413], [-4.9711, -1.7783, -5.6465], [-5.0724, -0.3008, -5.3142], [-4.7946, -0.1707, -3.9146], [-4.8026, -1.4752, -3.3148], [-5.0465, -3.4502, -4.2242], [-6.4881, -2.4235, -4.2644], [-3.9324, -2.0407, -5.8691], [-5.5855, -2.0655, -6.5005], [-6.0848, 0.0786, -5.4932], [-4.3671, 0.3069, -5.8850], [-3.7663, -1.7437, -3.0791], [-5.3724, -1.4481, -2.3871], [-6.4875, -5.0811, -0.3364], [-7.1033, -4.0712, 0.6120], [-6.0241, -3.0075, 0.6815], [-5.3481, -3.0144, -0.5834], [-5.7519, -4.1851, -1.3151], [-7.2172, -5.7304, -0.8207], [-5.7739, -5.7109, 0.2028], [-8.0128, -3.6532, 0.1701], [-7.3579, -4.4833, 1.5889], [-5.2871, -3.2409, 1.4576], [-6.4279, -2.0115, 0.8734], [-6.4110, -3.8628, -2.1288], [-4.8735, -4.6680, -1.7487], [-1.3324, -5.1783, -4.0784], [-0.6079, -4.9020, -2.7746], [-1.7249, -5.0483, -1.7585], [-2.6484, -6.0113, -2.2934], [-2.3220, -6.2524, -3.6681], [-0.6743, -5.4939, -4.8887], [-1.8684, -4.2804, -4.4026], [0.1547, -5.6665, -2.6044], [-0.1260, -3.9284, -2.7381], [-2.2652, -4.1042, -1.6230], [-1.3655, -5.3862, -0.7849], [-1.8760, -7.2509, -3.7375], [-3.2335, -6.2362, -4.2693], [5.8574, 3.9092, 7.6193], [5.5312, 5.0138, 6.6318], [6.0862, 4.4507, 5.3361], [5.9752, 3.0230, 5.4243], [5.6533, 2.6640, 6.7759], [5.2358, 3.9222, 8.5145], [6.9040, 3.9845, 7.9284], [4.4466, 5.1331, 6.5535], [5.9621, 5.9802, 6.8944], [7.1461, 4.6992, 5.2158], [5.5435, 4.8068, 4.4571], [4.6080, 2.3372, 6.7974], [6.2840, 1.8322, 7.0938], [1.6781, -3.4268, 1.4721], [2.8332, -4.2774, 0.9797], [2.2233, -4.9635, -0.2307], [1.2504, -4.0588, -0.7703], [1.0245, -3.0022, 0.1717], [1.9841, -2.5804, 2.0873], [0.9870, -4.0425, 2.0560], [3.6610, -3.6343, 0.6666], [3.2105, -4.9801, 1.7233], [1.7053, -5.8866, 0.0529], [2.9647, -5.2022, -0.9957], [1.4888, -2.0932, -0.2251], [-0.0482, -2.8277, 0.2759]],
  "forces_ev_per_angstrom": [[0.0, -0.3, -0.7], [0.8, 0.0, 1.0], [-0.3, 0.1, 1.3], [-0.5, 0.8, -0.7], [0.7, -1.0, -0.5], [-0.6, 0.5, 0.1], [0.0, -0.7, 0.3], [0.1, 0.2, 0.0], [-1.0, -0.6, 0.3], [0.3, 0.4, -0.6], [0.0, 1.6, -1.1], [0.1, -0.4, 3.3], [-3.7, 0.0, -2.4], [2.7, 0.0, 0.9], [1.4, -1.5, -1.4], [-0.8, 2.7, 0.6], [0.9, -0.3, 1.9], [-0.9, -1.4, -1.8], [0.8, 1.1, 1.1], [0.8, -0.4, -0.6], [0.1, 0.8, 0.5], [-0.3, -0.5, 0.7], [-0.4, 0.4, -0.8], [-0.7, 0.1, -0.8], [0.1, -0.7, 0.2], [0.9, -0.2, 0.5], [-0.2, 0.7, -0.4], [0.2, -0.6, 0.8], [0.7, 0.3, -0.8], [0.5, 0.1, -1.0], [-0.8, 0.6, 0.1], [0.2, -0.3, -1.0], [0.7, -0.2, 0.4], [-0.6, 0.7, -0.2], [0.2, 0.2, 0.8], [-0.4, -0.1, 0.8], [0.8, -0.5, 0.3], [0.1, -1.0, 0.2], [0.5, 0.2, -0.6], [-0.4, -0.7, -0.7], [-0.5, -0.5, 0.8], [-0.1, -0.4, 0.0], [-0.7, 0.9, -0.2], [-0.7, -0.3, -0.8], [0.1, -0.2, -0.3], [-0.2, 0.2, 0.1], [0.1, -0.2, 0.1], [-0.2, 0.0, -0.2], [0.1, 0.3, 0.2], [0.0, 0.0, 0.0], [0.0, 0.0, 0.0], [0.0, -0.1, 0.0], [0.0, 0.0, 0.0], [-0.1, 0.0, 0.0], [0.1, 0.0, 0.0], [0.1, 0.0, -0.1], [0.0, 0.0, 0.1], [-0.2, -0.1, 0.0], [0.2, -0.1, -0.2], [-0.1, 0.3, 0.1], [-0.1, -0.3, -0.2], [0.2, 0.2, 0.2], [0.0, 0.0, 0.0], [0.0, 0.0, 0.0], [0.0, 0.0, 0.0], [0.0, 0.0, 0.0], [0.0, 0.0, -0.1], [0.0, 0.0, 0.1], [0.0, -0.1, 0.1], [0.1, 0.1, 0.0], [0.2, -0.3, 0.1], [-0.3, 0.1, 0.0], [0.3, 0.1, 0.1], [-0.3, -0.3, 0.2], [0.1, 0.2, -0.3], [0.0, 0.0, 0.0], [0.0, 0.0, -0.1], [0.0, 0.0, 0.1], [0.0, 0.0, 0.0], [-0.1, 0.0, 0.1], [0.1, 0.0, -0.1], [0.0, -0.1, 0.0], [0.0, 0.1, 0.0], [-0.2, 0.2, -0.2], [0.1, -0.1, -0.1], [-0.2, 0.2, 0.1], [0.1, 0.1, -0.1], [-0.1, -0.3, 0.1], [0.0, 0.0, 0.0], [0.0, 0.0, 0.0], [0.0, 0.1, 0.0], [0.0, -0.1, 0.0], [0.1, 0.0, 0.1], [-0.1, 0.0, 0.0], [0.0, 0.0, -0.1], [0.0, 0.0, 0.1], [0.3, 0.0, 0.2], [-0.3, 0.2, 0.0], [0.2, 0.0, -0.2], [-0.1, 0.2, 0.1], [-0.2, -0.2, -0.1], [0.0, 0.0, 0.0], [-0.1, 0.0, 0.0], [0.0, 0.0, 0.0], [0.0, 0.0, 0.0], [0.0, 0.1, 0.0], [0.0, -0.1, 0.0], [0.0, 0.0, 0.1], [0.0, 0.0, -0.1], [-0.2, -0.1, 0.3], [0.3, 0.1, 0.0], [-0.2, -0.1, -0.1], [0.3, 0.0, 0.4], [0.0, 0.2, -0.3], [0.0, 0.0, -0.1], [0.0, 0.1, 0.0], [0.0, -0.1, 0.0], [0.0, 0.0, 0.0], [0.1, 0.0, 0.0], [-0.1, 0.0, -0.1], [-0.1, 0.1, 0.1], [0.0, 0.0, -0.1]],
  "lowdin_charge": [-0.13, -0.21, -0.24, -0.17, -0.19, -0.19, -0.21, -0.21, -0.19, -0.19, -0.25, -0.19, 0.59, -0.25, -0.14, -0.15, -0.18, -0.73, 0.04, 0.65, 0.09, 0.09, 0.09, 0.11, 0.12, 0.10, 0.12, 0.10, 0.11, 0.10, 0.10, 0.09, 0.10, 0.10, 0.10, 0.11, 0.11, 0.12, 0.09, 0.11, 0.13, 0.08, 0.15, 0.11, -0.18, -0.17, -0.20, -0.14, -0.21, 0.09, 0.10, 0.12, 0.11, 0.12, 0.12, 0.10, 0.12, -0.18, -0.17, -0.20, -0.15, -0.20, 0.10, 0.12, 0.11, 0.11, 0.12, 0.12, 0.12, 0.10, -0.17, -0.18, -0.20, -0.16, -0.20, 0.11, 0.12, 0.11, 0.11, 0.12, 0.12, 0.11, 0.11, -0.17, -0.18, -0.20, -0.15, -0.21, 0.11, 0.11, 0.11, 0.11, 0.11, 0.12, 0.12, 0.11, -0.17, -0.17, -0.21, -0.16, -0.20, 0.12, 0.12, 0.11, 0.11, 0.12, 0.11, 0.11, 0.12, -0.17, -0.17, -0.20, -0.17, -0.19, 0.10, 0.12, 0.12, 0.11, 0.12, 0.12, 0.12, 0.12],
  "orbital_gap_ev": 8.971,
  "homo_energy_ev": -8.922,
  "smiles": "COCCCCCCCCCO[P@](=O)(O)OCC(=O)Cl.C1CCOC1.C1CCOC1.C1CCOC1.C1CCOC1.C1CCOC1.C1CCOC1",
  "energy_ev": -84878.9096
}

---

Record 2
{
  "formula": "C36H72O14",
  "method": "ωB97M-V/def2-TZVPD",
  "species": ["C", "C", "O", "C", "C", "O", "H", "H", "H", "H", "H", "H", "H", "H", "C", "C", "O", "C", "C", "O", "H", "H", "H", "H", "H", "H", "H", "H", "C", "C", "O", "C", "C", "O", "H", "H", "H", "H", "H", "H", "H", "H", "C", "C", "C", "O", "H", "H", "H", "H", "H", "H", "C", "C", "C", "O", "H", "H", "H", "H", "H", "H", "C", "C", "C", "O", "H", "H", "H", "H", "H", "H", "C", "C", "C", "O", "H", "H", "H", "H", "H", "H", "C", "C", "C", "O", "H", "H", "H", "H", "H", "H", "C", "C", "C", "O", "H", "H", "H", "H", "H", "H", "C", "C", "C", "O", "H", "H", "H", "H", "H", "H", "C", "C", "C", "O", "H", "H", "H", "H", "H", "H"],
  "coordinates": [[2.5939, -2.2129, -1.4344], [3.0099, -1.7779, -2.7386], [2.7221, -0.4111, -2.9419], [2.8411, 0.1335, -4.1671], [2.3684, 1.5153, -4.1302], [3.1497, -0.5255, -5.1708], [1.4945, -2.4328, -1.4128], [2.9007, -1.6430, -0.7153], [2.7537, -3.2428, -1.2622], [4.0479, -1.9391, -3.0117], [2.6978, -2.3294, -3.6750], [3.2038, 1.8607, -3.4366], [1.3963, 1.5978, -3.6376], [2.4363, 2.0190, -5.0523], [-0.6195, 1.2270, -1.1639], [-0.8184, 0.2195, 0.0982], [0.4653, 0.0519, 0.6824], [0.6510, -0.5335, 1.9858], [2.1358, -0.8639, 2.3086], [-0.2628, -0.8478, 2.6659], [-0.1158, 0.7038, -1.9842], [-0.1842, 2.2629, -0.8451], [-1.6783, 1.6182, -1.4535], [-1.5274, 0.6233, 0.6461], [-0.9859, -0.7410, -0.1618], [2.4740, -0.2054, 3.0865], [2.7106, -0.5990, 1.4703], [2.3071, -1.9483, 2.4870], [7.7151, -1.8394, -3.2630], [7.1832, -2.6633, -1.9924], [6.5102, -1.8158, -1.1541], [6.2273, -2.2255, 0.0885], [5.7740, -1.0860, 1.0012], [6.1515, -3.4567, 0.4026], [8.2311, -2.6066, -4.0370], [8.4883, -1.1948, -3.0038], [6.6777, -1.5306, -3.8003], [6.4552, -3.2922, -2.3045], [7.9076, -3.1301, -1.3745], [5.0372, -1.3726, 1.8424], [5.5090, -0.1241, 0.5174], [6.3864, -0.8373, 1.5760], [1.4289, -3.2410, 4.6074], [2.8490, -3.3887, 5.1486], [3.1629, -4.1769, 6.4298], [3.8639, -2.8521, 4.5203], [1.3273, -2.2594, 4.7143], [0.5804, -3.7799, 5.1306], [1.2667, -3.8566, 3.7228], [4.0078, -4.8365, 6.3684], [2.4434, -4.9839, 6.4053], [3.0056, -3.4021, 7.2414], [-0.9180, -1.2971, -4.4015], [-1.2228, -0.0017, -5.2225], [-0.3799, 0.1182, -6.5513], [-1.8931, 0.9511, -4.8214], [-1.4998, -2.1425, -4.5912], [-1.1615, -0.9865, -3.4136], [0.0693, -1.5912, -4.6491], [-0.5199, -0.7237, -7.0901], [0.7694, -0.0328, -6.1044], [-0.3935, 1.0409, -7.0259], [-1.3791, 1.6795, 5.3894], [-1.6620, 2.9198, 4.6641], [-0.4059, 3.6514, 4.1198], [-2.8232, 3.5592, 4.4302], [-0.3822, 1.8852, 6.0053], [-0.9044, 0.9024, 4.8740], [-2.2687, 1.3772, 5.9700], [-0.5126, 4.4802, 3.7084], [-0.1725, 3.2477, 3.1892], [0.2452, 3.8090, 4.9020], [3.9365, 3.0050, 2.7874], [3.7503, 2.9865, 1.3261], [2.3269, 2.9406, 0.6607], [4.9191, 3.0149, 0.6372], [2.9548, 3.0604, 3.2694], [4.6047, 3.8307, 2.9870], [4.3513, 2.0797, 3.3642], [1.9313, 2.1770, 1.3887], [2.2191, 2.6825, -0.2644], [1.7897, 3.7747, 0.7700], [-3.5109, -3.2479, -0.5823], [-2.0998, -3.4146, -0.4489], [-1.5485, -3.7854, 1.0348], [-1.2957, -3.3874, -1.4392], [-3.9807, -3.7086, -1.4691], [-3.7216, -2.1202, -0.4607], [-3.7268, -3.7037, 0.2239], [-0.6360, -3.3633, 0.9710], [-1.6814, -4.8974, 1.2866], [-2.1292, -3.2527, 1.6549], [-6.6100, 0.1351, -1.6638], [-5.3667, 0.7528, -2.0683], [-5.1086, 1.2077, -3.4883], [-4.3468, 0.8917, -1.2466], [-6.5939, -0.0756, -0.5102], [-6.5478, -0.9498, -2.1481], [-7.3282, 0.7471, -1.9850], [-4.1808, 1.2154, -3.6309], [-5.7599, 2.0041, -3.7160], [-5.4537, 0.5539, -4.2817], [-4.2437, 0.5010, 2.8080], [-5.8250, 0.4728, 2.7896], [-6.6308, -0.6830, 3.4066], [-6.4564, 1.6601, 2.6311], [-3.7812, 0.9371, 3.8302], [-4.0342, 1.2751, 1.9525], [-3.9758, -0.5044, 2.4543], [-6.1909, -1.5036, 3.2649], [-7.6710, -0.5579, 3.0996], [-6.6596, -0.5766, 4.5053], [-5.0771, 5.1352, -2.2772], [-3.6751, 5.1143, -2.6578], [-2.7730, 4.1462, -2.0247], [-3.2380, 5.9696, -3.5273], [-5.2767, 6.2341, -2.0557], [-5.3361, 4.3921, -1.5852], [-5.6981, 4.9433, -3.0932], [-2.7796, 4.3133, -1.0354], [-1.6897, 4.0570, -2.5271], [-3.0872, 3.0475, -2.1214]],
  "forces_ev_per_angstrom": [[-4.5, -4.1, -3.0], [1.4, -0.7, -4.5], [-0.1, 1.1, 0.2], [-1.0, -3.2, -2.1], [1.7, 0.5, 2.2], [-0.1, 1.3, 2.0], [0.2, 1.5, 0.1], [1.7, 3.3, 4.4], [1.7, -1.2, 0.2], [0.9, 0.4, 1.0], [-1.1, 0.2, 1.3], [-1.3, 0.7, -0.6], [0.3, 0.1, -0.1], [0.0, 0.4, -1.1], [-2.0, 1.0, 1.7], [4.4, 2.2, -3.7], [2.3, -0.1, 3.2], [1.0, 0.1, -3.0], [-1.5, 0.0, -0.7], [-1.3, 0.0, 1.0], [0.0, 0.6, 0.2], [0.0, -2.2, -0.4], [1.7, -1.4, 0.1], [-3.2, 1.7, 3.3], [-1.7, -2.9, -1.6], [0.1, -0.1, 0.8], [0.8, 0.3, -1.3], [-0.4, 1.0, 0.3], [-3.0, -4.4, -1.6], [2.3, 1.7, -1.9], [-0.7, 2.9, 2.3], [-2.1, -3.5, 1.0], [-9.9, -3.4, -6.9], [0.9, 4.4, -1.0], [-1.3, 1.5, 1.8], [0.7, 1.9, 0.3], [2.9, 0.2, 1.2], [-1.7, -2.8, -1.3], [1.1, -0.9, -0.1], [0.3, -0.2, -2.0], [-0.3, -0.9, -0.2], [10.7, 3.6, 8.4], [0.1, -5.4, 1.4], [5.4, 0.6, -2.2], [-1.9, 0.7, -1.0], [-5.1, -2.0, 2.5], [-1.4, 4.2, -1.0], [1.3, 0.8, 0.8], [0.7, 1.3, -1.1], [1.4, 1.0, 0.2], [-1.2, 0.2, 0.9], [0.5, -1.5, -0.4], [-0.7, 2.7, -0.9], [0.4, 1.2, -1.0], [3.0, 0.0, 5.8], [0.8, -2.0, -0.3], [-1.4, -1.1, -0.7], [0.5, -0.1, 1.2], [1.2, -0.1, 0.5], [-0.5, -2.5, -2.2], [-2.7, 0.5, -1.3], [-0.5, 1.5, -0.9], [0.7, 1.2, 2.8], [-4.1, 5.7, -3.0], [-2.0, -6.5, 3.0], [5.7, -4.5, 1.8], [-2.4, 0.1, -0.3], [-0.1, -1.4, -1.8], [0.8, -0.2, -0.1], [-2.5, 8.2, -2.6], [1.7, -2.4, -1.1], [2.3, -0.5, 1.2], [-0.8, -1.6, 1.9], [6.2, 0.0, -5.4], [3.7, -2.5, 7.3], [-6.7, -0.2, 3.0], [0.1, 0.8, 0.2], [-0.1, 0.2, 0.4], [-0.2, 1.2, -1.8], [-0.5, 0.5, -1.2], [0.2, -2.1, -5.5], [-1.9, 3.6, 1.0], [-0.2, 4.4, -4.7], [5.8, -1.5, -2.9], [-2.3, -2.8, -4.2], [-2.5, 0.1, 3.6], [0.5, 0.6, 0.3], [0.0, -1.6, -0.3], [-3.4, -3.1, 5.7], [3.5, 0.6, 0.5], [0.6, 1.6, -0.7], [-2.0, 1.9, 2.7], [3.0, -5.1, 3.0], [6.4, 0.8, 2.6], [-7.5, -2.0, 1.5], [-4.5, -0.7, -3.2], [-0.3, 0.8, -2.2], [-0.7, 2.3, 0.6], [-3.6, 1.7, -1.2], [7.8, 1.4, -1.1], [0.0, 1.9, -0.1], [-0.5, -1.0, 0.2], [-1.3, 1.8, -1.1], [-2.2, 7.1, 2.1], [-2.7, 7.4, 0.9], [3.3, -6.8, 0.2], [-1.3, -1.4, -2.4], [0.0, -1.5, 1.7], [0.8, 0.3, 0.6], [3.0, -7.0, -1.6], [0.2, -0.5, -0.2], [0.3, 0.5, -0.3], [-0.2, 2.6, 0.4], [2.7, 3.3, -4.6], [2.5, -3.4, -4.5], [-1.6, -3.3, 3.4], [-0.1, -1.5, 0.4], [-0.3, -0.5, 1.7], [-0.8, -0.3, -1.8], [0.5, 0.7, 3.8], [-2.3, 0.9, 1.3], [-0.4, 1.5, 0.0]],
  "lowdin_charge": [-0.04, -0.25, -0.01, -0.55, 0.03, 0.06, 0.10, 0.01, 0.09, 0.11, 0.14, 0.13, 0.09, 0.08, -0.01, -0.17, -0.07, -0.44, 0.03, 0.10, 0.05, 0.09, 0.06, 0.06, 0.07, 0.08, 0.03, 0.09, -0.03, -0.24, -0.03, -0.42, 0.05, 0.04, 0.11, 0.02, 0.12, 0.08, 0.12, 0.13, 0.11, -0.06, -0.03, -0.38, -0.03, -0.02, 0.02, 0.10, 0.10, 0.07, 0.06, 0.12, 0.01, -0.40, 0.01, 0.03, 0.06, 0.06, 0.06, 0.03, 0.13, 0.05, -0.04, -0.35, 0.00, -0.03, 0.14, 0.05, 0.10, 0.00, 0.07, 0.07, -0.06, -0.33, 0.03, -0.06, 0.06, 0.08, 0.13, 0.09, 0.01, 0.04, -0.02, -0.42, 0.03, 0.00, 0.12, 0.14, -0.01, 0.02, 0.13, 0.02, -0.02, -0.41, 0.01, -0.04, 0.12, 0.15, 0.03, -0.03, 0.08, 0.10, -0.03, -0.33, -0.02, -0.07, 0.12, 0.10, 0.05, -0.02, 0.09, 0.11, -0.03, -0.46, -0.04, -0.01, 0.13, 0.06, 0.07, 0.04, 0.14, 0.08],
  "orbital_gap_ev": 9.469,
  "homo_energy_ev": -9.360,
  "smiles": "CCOC(C)=O.CCOC(C)=O.CCOC(C)=O.CC(C)=O.CC(C)=O.CC(C)=O.CC(C)=O.CC(C)=O.CC(C)=O.CC(C)=O.CC(C)=O",
  "de_lowest_ev": 17.513,
  "energy_ev": -67147.1318
}